## a
Computed, not measured: a 2-piece molecular cluster, C14H16O overall, with ωB97M-V/def2-TZVPD.

Its expectation value of S² is 0.766. The calculation puts the HOMO energy (alpha / beta) at -11.07 / -11.07 eV. The charge is +1. The orbital gap (alpha / beta) comes out at 0.2559 / 0.1194 Ha. As for the spin multiplicity: 2.

The geometry in XYZ format:
```
31
Properties=species:S:1:pos:R:3:lowdin_spin:R:1
C 3.572 -0.420 2.818 0.04
C 3.715 -0.219 -0.924 0.13
C 4.072 -0.372 0.452 0.03
C 2.512 0.439 -1.165 0.20
C 3.215 0.029 1.418 0.21
C 1.752 1.004 -0.159 0.08
C 2.036 0.734 1.196 0.05
O 2.117 0.647 -2.452 0.21
H 4.225 -0.857 -1.636 0.00
H 5.031 -0.942 0.758 0.00
H 1.330 1.335 -2.640 0.00
H 0.889 1.602 -0.371 0.00
H 4.256 -1.255 2.831 0.00
H 2.737 -0.653 3.425 0.01
H 1.588 1.414 1.935 0.00
H 3.928 0.395 3.455 0.02
C -2.493 1.931 -0.647 0.00
C -4.304 -1.379 -1.106 0.00
C -4.040 -2.007 0.096 0.00
C -3.711 -0.190 -1.211 0.00
C -2.949 0.561 -0.339 0.00
C -3.284 -1.275 1.134 0.00
C -2.682 -0.050 0.838 0.00
H -4.803 -1.775 -1.905 0.00
H -4.394 -3.063 0.363 0.00
H -3.720 0.143 -2.312 0.00
H -3.008 -1.695 2.031 0.00
H -1.383 1.950 -0.719 0.00
H -2.805 2.810 -0.042 0.00
H -2.338 0.585 1.649 0.00
H -2.921 2.127 -1.613 0.00
```

## b
Computed, not measured: a 2-piece molecular cluster, C14H16O overall, with ωB97M-V/def2-TZVPD.

Its expectation value of S² is 0.767. The calculation puts the HOMO energy (alpha / beta) at -11.62 / -11.62 eV. The charge is +1. The orbital gap (alpha / beta) comes out at 0.2908 / 0.1572 Ha. As for the spin multiplicity: 2.

The geometry in XYZ format:
```
31
Properties=species:S:1:pos:R:3:lowdin_spin:R:1
C -3.242 0.977 -1.736 0.00
C -1.040 1.069 1.347 0.00
C -1.791 0.578 0.284 0.00
C -0.949 2.436 1.545 0.00
C -2.457 1.479 -0.544 0.00
C -1.701 3.344 0.786 0.00
C -2.468 2.837 -0.253 0.00
H -0.468 0.431 2.009 0.00
H -1.988 -0.484 0.180 0.00
H -0.387 2.899 2.340 0.00
H -1.833 4.274 1.326 0.00
H -3.595 1.713 -2.454 0.00
H -4.124 0.486 -1.340 0.00
H -3.073 3.491 -0.870 0.00
H -2.651 0.249 -2.294 0.00
C 0.177 -3.080 -0.743 0.05
C 2.311 -0.029 -0.204 0.08
C 1.263 -0.817 -0.599 0.06
C 3.351 -0.596 0.556 0.20
C 1.282 -2.207 -0.281 0.26
C 3.395 -1.998 0.858 0.10
C 2.306 -2.745 0.551 0.04
O 4.463 0.054 0.816 0.17
H 2.434 0.913 -0.729 0.00
H 0.395 -0.377 -1.071 0.00
H 4.318 1.017 0.812 0.00
H 4.247 -2.324 1.440 0.00
H 0.049 -2.979 -1.819 0.02
H -0.784 -2.730 -0.341 0.02
H 2.250 -3.789 0.818 0.00
H 0.308 -4.095 -0.390 0.00
```

Quick look at relative energies in hartree: a 0.0736; b 0.0000.

## a
Computed, not measured: a 2-piece molecular cluster, C17H24N2O6S overall, with ωB97M-V/def2-TZVPD.

Its SMILES is CCN1C(=O)c2ccc(CCCCS(=O)(=O)O)cc2C1=O.CN(C)C=O. The calculation puts the HOMO energy at -8.92 eV. The orbital gap comes out at 0.2877 Ha.

The geometry in XYZ format:
```
50
Properties=species:S:1:pos:R:3:lowdin_charge:R:1
C -0.058 1.719 4.132 -0.10
C -1.314 0.670 4.056 -0.22
N -1.054 -0.697 4.645 -0.04
C 0.276 -1.360 4.364 -0.23
O 1.385 -1.451 5.119 -0.02
C 0.245 -2.076 2.891 -0.01
C 1.420 -2.609 1.882 0.03
C 0.893 -3.295 0.451 0.01
C -0.746 -3.394 0.198 -0.14
C -1.241 -4.038 -1.226 -0.19
C -1.763 -2.803 -2.197 -0.21
C -0.634 -1.645 -2.477 -0.20
C -1.287 -0.198 -3.001 -0.21
S -1.741 0.817 -1.463 0.82
O -2.318 -0.093 -0.336 -0.39
O -0.447 1.531 -0.919 -0.40
O -2.841 2.107 -1.848 -0.23
C -1.892 -2.860 1.254 0.06
C -1.373 -2.176 2.650 0.00
C -2.156 -1.495 3.918 -0.23
O -3.432 -1.513 4.311 0.00
H 0.881 1.338 4.717 0.08
H -0.426 2.694 4.696 0.08
H 0.189 2.079 3.021 0.09
H -1.686 0.632 2.929 0.13
H -2.193 1.157 4.700 0.14
H 2.547 -2.481 2.168 0.10
H 1.646 -3.686 -0.371 0.10
H -0.435 -4.724 -1.724 0.12
H -2.209 -4.690 -0.994 0.12
H -2.775 -2.415 -1.755 0.11
H -2.014 -3.315 -3.245 0.12
H 0.117 -1.961 -3.345 0.14
H 0.037 -1.371 -1.557 0.11
H -0.411 0.390 -3.559 0.13
H -2.183 -0.355 -3.738 0.12
H -3.252 2.319 -0.951 0.10
H -3.052 -2.933 1.078 0.12
C 3.532 4.753 -2.135 -0.07
N 3.032 3.430 -2.446 -0.21
C 1.698 3.067 -2.014 -0.07
C 3.785 2.507 -3.139 -0.33
O 3.425 1.374 -3.435 -0.01
H 3.538 4.882 -1.049 0.09
H 2.872 5.496 -2.591 0.09
H 4.546 4.891 -2.519 0.08
H 1.762 2.195 -1.357 0.08
H 1.098 2.806 -2.891 0.09
H 1.226 3.897 -1.480 0.09
H 4.782 2.885 -3.419 0.13
```

## b
Computed, not measured: C17H24N2O6S as an isolated structure, with ωB97M-V/def2-TZVPD.

The calculation puts the HOMO energy at -9.52 eV. The orbital gap comes out at 0.3608 Ha.

The geometry in XYZ format:
```
50
Properties=species:S:1:pos:R:3:lowdin_charge:R:1
C 3.442 3.908 0.427 -0.02
C 2.463 4.832 -0.368 -0.46
O 2.900 5.891 -0.763 0.08
N 1.067 4.541 -0.646 0.01
C 0.843 3.148 -1.102 -0.22
C -0.697 2.753 -1.127 -0.15
C -1.001 1.522 -2.085 -0.17
C -1.544 0.242 -1.349 -0.09
C -0.471 -0.562 -0.495 -0.33
C -0.793 -0.422 1.030 -0.10
C -1.762 -1.284 1.692 -0.02
C -2.061 -1.208 3.137 -0.05
C -1.368 -0.231 3.969 -0.07
C -0.421 0.673 3.314 -0.07
C -0.130 0.595 1.882 -0.01
O 0.833 0.054 -0.799 -0.19
S 1.526 -0.798 -2.050 0.73
O 2.753 -1.515 -1.688 -0.26
O 1.899 -0.027 -3.228 -0.25
O 0.244 -1.829 -2.337 -0.19
C -0.183 -2.066 -0.937 -0.23
C -1.419 -3.020 -1.120 -0.10
C -1.411 -4.361 -0.268 -0.09
C -0.423 -4.400 0.943 -0.49
N 0.972 -4.734 0.652 0.12
O -0.711 -4.222 2.103 0.07
H 3.897 4.474 1.287 0.09
H 4.297 3.522 -0.197 0.10
H 2.951 3.001 0.882 0.06
H 0.462 4.717 0.162 0.12
H 1.309 2.467 -0.322 0.08
H 1.366 2.951 -2.071 0.13
H -1.222 3.668 -1.530 0.12
H -1.036 2.533 -0.083 0.10
H -1.834 1.865 -2.768 0.12
H -0.126 1.336 -2.761 0.09
H -2.405 0.553 -0.698 0.13
H -1.973 -0.460 -2.126 0.12
H -2.335 -2.071 1.140 0.10
H -2.800 -1.925 3.573 0.11
H -1.597 -0.228 5.060 0.10
H 0.086 1.425 3.974 0.10
H 0.600 1.314 1.446 0.09
H 0.772 -2.447 -0.496 0.13
H -1.445 -3.331 -2.204 0.13
H -2.366 -2.435 -0.965 0.12
H -1.297 -5.264 -0.934 0.13
H -2.447 -4.466 0.170 0.12
H 1.538 -3.972 1.050 0.10
H 1.055 -4.703 -0.374 0.08
```

Quick look at relative energies in hartree: a 0.4006; b 0.0000.

## a
Computed, not measured: a 9-piece molecular cluster, C4H22NO11 overall, with ωB97M-V/def2-TZVPD.

The calculation puts the HOMO energy at -6.08 eV. The charge is -1. The orbital gap comes out at 0.3246 Ha.

The geometry in XYZ format:
```
38
Properties=species:S:1:pos:R:3:lowdin_charge:R:1
C -0.207 1.568 3.677 -0.02
C -0.106 2.068 2.319 -0.53
N 0.422 1.303 1.235 0.05
C 0.738 -0.134 1.234 -0.09
C 0.371 -0.673 -0.284 -0.61
O 1.235 -0.991 -1.148 -0.07
O -0.860 -0.849 -0.430 -0.07
O -0.375 3.259 2.079 0.01
H -0.529 0.595 3.921 0.06
H 0.741 1.600 4.136 0.07
H -0.981 2.168 4.283 0.13
H 0.518 1.827 0.389 0.12
H -0.026 -0.736 1.894 0.13
H 1.945 -0.299 1.516 0.14
H 0.999 -2.734 -2.701 -0.03
H 0.794 -4.054 -2.092 -0.03
O 1.324 -3.590 -2.658 0.00
H 1.274 0.545 -2.262 -0.03
H 0.155 1.238 -3.067 0.02
O 0.870 1.373 -2.411 -0.07
H 4.063 0.115 -0.019 0.01
H 3.180 -1.056 -0.411 0.00
O 3.910 -0.801 0.162 -0.07
H 1.778 2.831 2.799 -0.03
H 3.237 2.547 2.289 0.09
O 2.680 3.162 2.903 -0.10
H -1.118 -0.402 -2.922 -0.05
H -1.663 -1.470 -2.152 -0.01
O -1.286 -1.309 -3.000 -0.02
H -1.755 -4.360 -0.179 -0.05
H -1.665 -2.919 0.331 -0.03
O -1.819 -3.800 0.481 0.05
H -1.369 2.156 -2.260 0.06
H -2.037 0.777 -2.319 0.00
O -1.680 1.471 -2.838 -0.03
H -4.802 -0.057 -0.308 0.01
H -3.825 -0.591 -1.287 0.02
O -4.131 0.225 -0.901 -0.03
```

## b
Computed, not measured: a 9-piece molecular cluster, C4H22NO11 overall, with ωB97M-V/def2-TZVPD.

The calculation puts the HOMO energy at -6.65 eV. The charge is -1. The orbital gap comes out at 0.3535 Ha.

The geometry in XYZ format:
```
38
Properties=species:S:1:pos:R:3:lowdin_charge:R:1
O -0.728 -1.646 -2.573 0.05
C -0.844 -1.066 -1.515 -0.52
N 0.249 -0.744 -0.720 0.16
C 1.674 -1.297 -0.815 -0.63
O 2.041 -1.714 0.309 -0.07
O 2.254 -1.184 -1.883 0.03
C -2.125 -0.430 -0.959 -0.14
C -2.551 0.625 -2.018 -0.08
H 0.059 -0.466 0.230 0.10
H -2.868 -1.236 -0.842 0.12
H -1.824 0.015 -0.020 0.08
H -1.890 1.487 -1.999 0.07
H -3.497 1.079 -1.675 0.07
H -2.504 0.214 -3.025 0.07
H 0.467 2.900 0.276 0.00
H -0.942 3.403 0.640 0.02
O -0.025 3.672 0.612 -0.08
H 1.663 -0.222 -3.198 0.03
H 0.265 0.422 -3.345 0.02
O 1.202 0.654 -3.308 -0.10
H -2.330 -0.469 2.924 0.03
H -1.327 0.802 2.537 -0.01
O -2.223 0.390 2.494 -0.11
H 0.932 -1.983 1.752 -0.01
H -0.319 -2.913 2.144 0.02
O 0.075 -2.039 2.215 -0.08
H 1.992 -0.316 1.446 0.01
H 2.837 0.876 2.056 0.06
O 2.104 0.285 2.205 -0.04
H 1.266 -3.858 0.184 0.04
H -0.267 -3.518 0.071 0.03
O 0.373 -4.113 0.461 -0.06
H 1.388 1.903 -1.778 0.02
H 2.567 2.780 -1.346 0.05
O 1.608 2.720 -1.274 -0.08
H 0.327 2.446 3.208 0.03
H 0.856 0.999 3.147 0.01
O 0.065 1.542 3.383 -0.08
```

Quick look at relative energies in hartree: a 0.1046; b 0.0000.